1.
ORCA calculation (the ωB97M-V functional and the def2-TZVPD basis) on the ion C4H9N4S with charge +1 in a non-equilibrium geometry.

Cartesian coordinates (Å):
C1 -0.181 -0.011 0.624
C2 -2.009 -0.906 -0.072
C3 -0.635 -1.429 0.170
C4 1.827 0.822 -0.382
N1 0.645 0.818 -0.151
N2 -2.803 -1.358 -0.876
N3 -1.728 0.311 0.605
N4 -2.259 1.540 0.314
S1 3.467 -0.471 0.089
H1 0.300 0.128 1.698
H2 -0.080 -1.712 -0.671
H3 -0.626 -2.229 0.882
H4 2.352 1.598 -1.031
H5 -3.774 -0.832 -0.946
H6 -2.345 1.625 -0.687
H7 -2.898 1.868 0.997
H8 3.234 -1.542 -0.795
H9 4.301 0.413 -0.630

Computed properties:
**Net charge**: +1
**Gap between HOMO and LUMO**: 7.6 eV
**E**: -774.5858 Eh
**Highest occupied orbital energy**: -12.6 eV
**Energy relative to the best compared isomer or geometry (same formula, charge and spin)**: 143.1 kcal/mol
**LUMO**: -5.0 eV

2.
ORCA calculation (the ωB97M-V functional and the def2-TZVPD basis) on an isolated molecule of C4H9N5 in a non-equilibrium geometry.

Cartesian coordinates (Å):
C1 0.841 -0.366 0.186
C2 -0.973 0.715 -1.337
C3 -0.644 2.067 -1.415
C4 -0.843 -2.461 0.421
H1 0.504 2.045 2.288
H2 -0.045 2.603 0.722
H3 2.168 0.884 1.263
H4 2.485 -1.181 0.699
H5 -1.906 0.141 -1.942
H6 -1.389 2.720 -1.923
H7 0.228 2.670 -0.862
H8 -1.441 -3.506 0.394
H9 0.175 -2.633 0.725
N1 0.178 1.678 1.334
N2 1.264 0.814 0.859
N3 1.660 -1.319 0.038
N4 -0.448 -0.275 -0.400
N5 -1.376 -1.395 -0.186

Computed properties:
**Net charge**: 0
**Gap between HOMO and LUMO**: 9.0 eV
**E**: -431.3848 Eh
**Highest occupied orbital energy**: -8.2 eV
**Energy relative to the best compared isomer or geometry (same formula, charge and spin)**: 139.6 kcal/mol
**SMILES**: [H]/N=C(\NN)N(C=C)N=C
**LUMO**: 0.8 eV

Copy entry 2 word for word.
ORCA calculation (the ωB97M-V functional and the def2-TZVPD basis) on an isolated molecule of C4H9N5 in a non-equilibrium geometry.

Cartesian coordinates (Å):
C1 0.841 -0.366 0.186
C2 -0.973 0.715 -1.337
C3 -0.644 2.067 -1.415
C4 -0.843 -2.461 0.421
H1 0.504 2.045 2.288
H2 -0.045 2.603 0.722
H3 2.168 0.884 1.263
H4 2.485 -1.181 0.699
H5 -1.906 0.141 -1.942
H6 -1.389 2.720 -1.923
H7 0.228 2.670 -0.862
H8 -1.441 -3.506 0.394
H9 0.175 -2.633 0.725
N1 0.178 1.678 1.334
N2 1.264 0.814 0.859
N3 1.660 -1.319 0.038
N4 -0.448 -0.275 -0.400
N5 -1.376 -1.395 -0.186

Computed properties:
**Net charge**: 0
**Gap between HOMO and LUMO**: 9.0 eV
**E**: -431.3848 Eh
**Highest occupied orbital energy**: -8.2 eV
**Energy relative to the best compared isomer or geometry (same formula, charge and spin)**: 139.6 kcal/mol
**SMILES**: [H]/N=C(\NN)N(C=C)N=C
**LUMO**: 0.8 eV

Question: Which formula does entry 2 have?
Answer: C4H9N5

Question: Number 2 is which compound?
Answer: C4H9N5

Question: Which formula does entry 2 have?
Answer: C4H9N5